A gas-phase ion, C3H6N3O (charge +1) at a distorted geometry, computed with ωB97M-V with the def2-TZVPD basis set.

Geometry as XYZ:
```
13
Properties=species:S:1:pos:R:3
C 0.681 0.003 -1.314
C -0.514 0.207 -1.842
C -0.824 -0.099 0.298
N 0.507 -0.131 0.059
N -1.399 0.104 1.479
N 1.523 -0.254 1.020
O -1.473 0.138 -0.887
H 1.556 0.014 -1.831
H -0.776 0.222 -2.944
H -0.918 -0.142 2.329
H -2.356 -0.030 1.195
H 1.574 0.458 1.736
H 2.420 -0.488 0.701
```

The molar mass comes out at 100.1 g/mol. For the HOMO-LUMO gap, the calculation gives 0.3841 Ha. As for the LUMO energy: -3.3 eV. Its total charge is +1. The calculation puts the energy above the lowest of the compared OMol25 structures with the same formula, charge and spin at 1.204 eV. The value obtained for the highest occupied orbital energy is -0.50693 Eh.